Record 1
This record from the OMol25 dataset describes a cluster of 10 separate species, C36H100N8O10 in total at a distorted geometry. The level of theory is wB97M-V/def2-TZVPD.

CARTESIAN COORDINATES (ANGSTROEM)
C 2.706 -1.831 -3.639
O 1.422 -1.249 -3.594
C 1.058 -0.497 -4.718
C -0.305 0.177 -4.513
C -1.475 -0.782 -4.345
N -0.633 1.048 -5.647
H 2.896 -2.157 -2.621
H 3.513 -1.155 -3.948
H 2.730 -2.650 -4.366
H 1.864 0.192 -5.009
H 0.943 -1.152 -5.604
H -0.192 0.887 -3.689
H -1.275 -1.554 -3.599
H -1.667 -1.246 -5.312
H -2.342 -0.223 -4.005
H -0.555 0.553 -6.534
H 0.032 1.809 -5.760
C 2.062 5.081 2.195
O 2.130 5.829 0.988
C 1.619 5.103 -0.112
C 1.695 5.972 -1.358
C 0.864 5.313 -2.466
N 3.058 6.164 -1.868
H 2.002 5.777 3.028
H 2.925 4.414 2.250
H 1.145 4.482 2.206
H 2.196 4.189 -0.300
H 0.627 4.678 0.098
H 1.263 6.962 -1.199
H 0.772 5.930 -3.361
H -0.168 5.188 -2.117
H 1.225 4.335 -2.793
H 3.592 6.626 -1.137
H 3.483 5.237 -2.006
C 5.120 0.348 3.897
O 3.721 0.477 3.973
C 3.225 1.326 4.992
C 1.938 0.725 5.582
C 0.793 0.753 4.586
N 1.566 1.525 6.771
H 5.546 0.008 4.848
H 5.539 1.344 3.684
H 5.379 -0.316 3.076
H 3.983 1.448 5.773
H 2.952 2.292 4.549
H 2.112 -0.284 5.954
H 0.519 1.739 4.221
H -0.065 0.267 5.060
H 1.025 0.053 3.778
H 1.527 2.514 6.517
H 2.341 1.537 7.434
C 6.178 -0.390 -1.054
O 5.359 0.601 -1.612
C 6.088 1.607 -2.295
C 5.061 2.526 -2.986
C 5.744 3.504 -3.917
N 4.240 3.216 -1.973
H 5.589 -0.987 -0.358
H 7.033 0.029 -0.514
H 6.594 -1.100 -1.779
H 6.737 2.188 -1.629
H 6.714 1.083 -3.028
H 4.380 1.850 -3.507
H 6.112 3.000 -4.813
H 6.616 3.972 -3.458
H 5.000 4.246 -4.203
H 4.738 3.239 -1.085
H 3.439 2.618 -1.763
C -0.568 -3.329 -1.055
O -1.793 -2.877 -0.545
C -2.847 -3.771 -0.812
C -4.130 -3.291 -0.132
C -5.237 -4.309 -0.414
N -4.518 -1.961 -0.581
H -0.257 -4.240 -0.529
H 0.203 -2.565 -1.117
H -0.663 -3.686 -2.093
H -3.008 -3.917 -1.889
H -2.610 -4.770 -0.421
H -3.889 -3.288 0.941
H -4.929 -5.266 0.034
H -5.252 -4.606 -1.466
H -6.203 -4.010 -0.022
H -3.693 -1.475 -0.909
H -4.962 -1.448 0.179
C -3.678 1.504 -2.130
O -4.923 1.377 -2.745
C -5.759 2.522 -2.764
C -6.255 2.890 -1.396
C -7.130 1.877 -0.684
N -7.110 4.109 -1.551
H -3.373 0.593 -1.602
H -3.499 2.354 -1.469
H -2.900 1.535 -2.912
H -5.246 3.352 -3.270
H -6.568 2.290 -3.461
H -5.430 3.259 -0.776
H -7.374 2.179 0.334
H -6.603 0.917 -0.640
H -8.042 1.645 -1.236
H -7.447 4.464 -0.662
H -6.537 4.888 -1.875
C -2.745 -7.398 1.866
O -2.256 -6.596 2.907
C -1.490 -5.492 2.456
C -1.006 -4.693 3.645
C -0.712 -3.225 3.297
N 0.257 -5.255 4.204
H -1.888 -7.780 1.294
H -3.419 -6.861 1.190
H -3.262 -8.263 2.276
H -0.643 -5.875 1.875
H -2.140 -4.868 1.824
H -1.759 -4.718 4.438
H -1.575 -2.707 2.871
H 0.128 -3.200 2.600
H -0.416 -2.676 4.190
H 0.075 -6.261 4.225
H 0.935 -5.164 3.444
C -1.199 -0.083 1.106
O -0.596 1.163 0.857
C 0.085 1.255 -0.386
C 1.419 0.506 -0.307
C 2.259 1.136 0.823
N 2.195 0.803 -1.540
H -0.486 -0.912 1.009
H -1.990 -0.317 0.387
H -1.537 -0.079 2.140
H -0.494 0.867 -1.235
H 0.257 2.316 -0.560
H 1.225 -0.570 -0.260
H 2.321 2.215 0.716
H 3.207 0.601 0.878
H 1.759 1.019 1.788
H 1.763 0.214 -2.258
H 3.125 0.420 -1.383
C 2.796 -3.016 0.524
C 3.123 -4.121 1.549
O 1.996 -4.977 1.614
H 1.814 -2.575 0.673
H 2.945 -3.400 -0.487
H 3.488 -2.164 0.569
H 3.285 -3.643 2.514
H 4.056 -4.603 1.256
H 2.061 -5.665 0.946
C -4.480 0.995 1.982
C -5.511 0.134 2.670
O -5.913 -0.892 1.767
H -3.735 0.434 1.422
H -3.964 1.620 2.714
H -4.958 1.657 1.256
H -6.326 0.805 2.957
H -5.073 -0.322 3.563
H -6.826 -1.142 1.937

As for the orbital gap: 0.3255 Eh. As for the SMILES: COC[C@H](C)N.COC[C@H](C)N.COC[C@H](C)N.COC[C@H](C)N.COC[C@H](C)N.COC[C@H](C)N.COC[C@H](C)N.COC[C@H](C)N.CCO.CCO. Its spin multiplicity is 1. The HOMO energy comes out at -8.6 eV. For the total energy, the calculation gives -71344.714 eV. As for the total charge: 0.

Löwdin population analysis, charges in e, atoms 1 to 2: C -0.094; O -0.229

---

Record 2
This record from the OMol25 dataset describes a structure of composition C36H101N7O15 at a distorted geometry. The level of theory is wB97M-V/def2-TZVPD.

CARTESIAN COORDINATES (ANGSTROEM)
C 0.274 -1.574 -3.151
C 1.645 -2.299 -2.915
C 2.419 -2.031 -1.674
O 2.911 -0.722 -1.341
C 3.538 -0.094 -2.398
N 1.286 -3.668 -2.835
H -0.499 -2.341 -3.209
H 0.280 -0.972 -4.059
H 0.110 -0.953 -2.270
H 2.320 -2.086 -3.745
H 3.281 -2.698 -1.652
H 1.834 -2.148 -0.761
H 3.690 0.942 -2.094
H 2.948 -0.129 -3.314
H 4.549 -0.455 -2.587
H 2.055 -4.255 -2.543
H 0.648 -3.809 -2.066
C -5.720 0.293 -2.035
C -5.024 -1.032 -2.438
C -3.607 -1.436 -1.811
O -2.760 -0.395 -2.355
C -1.413 -0.707 -2.137
N -5.875 -2.159 -1.931
H -5.969 0.213 -0.977
H -6.730 0.365 -2.437
H -5.195 1.234 -2.199
H -4.835 -0.909 -3.505
H -3.169 -2.366 -2.175
H -3.741 -1.423 -0.729
H -0.909 -1.541 -2.624
H -1.142 -0.668 -1.082
H -0.850 0.148 -2.511
H -5.874 -2.922 -2.592
H -5.366 -2.485 -1.122
C -5.498 2.761 0.738
C -4.663 1.680 1.429
C -3.207 1.849 1.510
O -2.491 1.952 0.232
C -2.740 0.913 -0.765
N -5.044 1.583 2.817
H -5.072 3.201 -0.163
H -5.725 3.559 1.446
H -6.441 2.282 0.473
H -4.850 0.731 0.926
H -2.697 0.973 1.910
H -3.021 2.840 1.923
H -3.727 0.958 -1.225
H -2.631 0.008 -0.166
H -2.048 1.019 -1.600
H -6.021 1.800 2.956
H -4.488 2.150 3.441
C -1.201 -5.449 -1.694
C 0.388 -5.480 -1.733
C 0.821 -4.532 -0.611
O 0.182 -3.278 -0.857
C -0.396 -2.527 0.290
N 0.904 -6.842 -1.450
H -1.430 -5.826 -0.698
H -1.662 -6.217 -2.316
H -1.651 -4.496 -1.974
H 0.751 -5.215 -2.726
H 1.834 -4.133 -0.672
H 0.506 -4.780 0.402
H -1.393 -2.829 0.610
H -0.519 -1.444 0.290
H 0.335 -2.578 1.098
H 0.309 -7.631 -1.654
H 0.916 -7.085 -0.470
C -0.001 1.086 3.364
C -1.420 1.752 3.230
C -2.333 1.581 4.450
O -3.523 2.311 4.307
C -4.434 2.184 5.423
N -1.342 3.127 2.763
H 0.742 1.611 2.764
H 0.004 0.118 2.863
H 0.328 0.968 4.396
H -1.811 1.185 2.384
H -1.827 1.952 5.342
H -2.510 0.519 4.619
H -4.081 2.660 6.337
H -4.779 1.153 5.506
H -5.284 2.692 4.966
H -0.764 3.554 3.474
H -2.270 3.461 2.979
C 2.881 -3.727 1.952
C 1.871 -2.585 2.370
C 1.570 -2.486 3.894
O 0.849 -3.606 4.336
C 0.701 -3.658 5.723
N 2.665 -1.372 2.104
H 3.865 -3.546 2.384
H 2.818 -3.848 0.870
H 2.437 -4.691 2.200
H 0.863 -2.503 1.964
H 1.280 -1.508 4.278
H 2.509 -2.546 4.445
H 0.282 -4.653 5.879
H -0.060 -2.925 5.991
H 1.577 -3.516 6.355
H 2.061 -0.639 1.761
H 3.330 -1.499 1.354
C 0.199 0.869 -3.492
C 0.795 2.231 -4.149
C 1.875 2.881 -3.278
O 3.073 2.084 -3.095
C 4.328 2.708 -3.264
N 1.447 1.817 -5.355
H -0.592 0.457 -4.120
H -0.117 1.021 -2.460
H 0.932 0.064 -3.453
H -0.028 2.863 -4.482
H 1.379 3.044 -2.321
H 2.149 3.846 -3.704
H 4.287 3.678 -3.761
H 4.938 2.214 -4.020
H 4.896 2.945 -2.364
H 1.442 2.490 -6.109
H 2.406 1.856 -5.040
C 4.530 3.645 1.399
C 3.154 3.755 0.678
O 3.151 3.248 -0.639
O 5.388 4.527 0.731
H 4.896 2.636 1.586
H 4.393 4.049 2.402
H 2.931 4.805 0.491
H 2.392 3.166 1.189
H 2.746 2.380 -0.575
H 5.197 4.304 -0.183
C 0.290 0.885 -0.462
C -0.458 0.060 0.672
O 0.510 -0.765 1.347
O 1.387 1.632 0.104
H -0.311 1.557 -1.074
H 0.803 0.198 -1.135
H -1.279 -0.502 0.228
H -0.835 0.806 1.371
H 1.336 -0.299 1.200
H 1.128 2.462 0.509
C 4.014 0.085 0.541
C 4.860 -1.008 0.002
O 6.136 -0.894 0.599
O 2.610 -0.029 0.231
H 4.490 0.953 0.084
H 4.041 0.207 1.624
H 4.847 -0.978 -1.088
H 4.322 -1.909 0.298
H 6.816 -1.451 0.213
H 2.478 0.081 -0.713
C -0.522 4.042 0.885
C -1.400 3.911 -0.372
O -0.746 3.378 -1.529
O 0.014 2.779 1.355
H -1.037 4.592 1.672
H 0.344 4.643 0.608
H -1.594 4.949 -0.644
H -2.330 3.399 -0.126
H -1.036 3.833 -2.323
H -0.696 2.361 1.847

As for the orbital gap: 0.2886 Eh. Its spin multiplicity is 1. The HOMO energy comes out at -7.5 eV. For the total energy, the calculation gives -80064.910 eV. As for the total charge: 0.

Löwdin population analysis, charges in e, atoms 1 to 2: C -0.098; C -0.291

---

Record 3
This record from the OMol25 dataset describes a cluster of 15 separate species, C36H109N23O15 in total at a distorted geometry. The level of theory is wB97M-V/def2-TZVPD.

CARTESIAN COORDINATES (ANGSTROEM)
C 27.736 -46.132 20.684
O 26.645 -45.677 20.479
N 28.839 -45.461 20.813
N 27.923 -47.387 20.867
H 29.664 -46.043 20.859
H 28.891 -44.455 20.751
H 28.828 -47.626 21.246
H 27.199 -48.082 20.753
C 23.667 -35.743 23.965
O 24.407 -36.229 23.125
N 23.129 -36.336 25.031
N 23.230 -34.482 23.938
H 22.592 -35.736 25.641
H 23.468 -37.263 25.244
H 22.732 -34.112 24.735
H 23.629 -33.965 23.167
C 23.525 -41.081 17.493
O 24.073 -41.107 16.370
N 22.360 -41.616 17.770
N 24.117 -40.680 18.583
H 22.252 -41.656 18.774
H 21.793 -42.065 17.065
H 25.064 -40.334 18.519
H 23.555 -40.688 19.422
C 27.270 -41.905 27.487
O 26.779 -41.155 26.718
N 26.757 -42.302 28.630
N 28.384 -42.451 27.260
H 25.878 -41.900 28.921
H 27.436 -42.651 29.291
H 28.890 -42.090 26.464
H 29.003 -42.890 27.926
C 21.363 -41.873 21.454
O 22.088 -41.549 20.502
N 21.060 -41.250 22.529
N 21.041 -43.103 21.583
H 21.034 -40.243 22.453
H 20.498 -41.716 23.227
H 20.588 -43.371 22.446
H 21.089 -43.806 20.860
C 23.149 -41.544 28.952
O 24.011 -41.840 29.739
N 23.137 -42.035 27.781
N 22.108 -40.872 29.155
H 24.021 -42.475 27.571
H 22.599 -41.517 27.100
H 21.586 -40.615 28.330
H 22.075 -40.374 30.034
C 20.386 -38.785 26.740
O 20.717 -39.892 27.052
N 21.123 -37.702 26.859
N 19.225 -38.546 26.253
H 20.769 -36.828 26.497
H 22.044 -37.749 27.271
H 18.560 -39.305 26.213
H 18.886 -37.617 26.459
C 25.821 -37.875 19.842
O 26.280 -38.896 19.362
N 24.977 -37.054 19.333
N 25.978 -37.643 21.163
H 24.394 -36.565 19.997
H 24.874 -37.049 18.329
H 25.452 -36.869 21.545
H 26.433 -38.340 21.735
C 23.682 -35.702 28.420
C 24.719 -36.805 28.098
C 25.721 -37.149 29.269
O 26.747 -38.035 28.803
C 26.916 -39.215 29.648
N 23.876 -38.006 27.957
H 22.968 -35.673 27.598
H 24.292 -34.799 28.425
H 23.178 -35.830 29.378
H 25.294 -36.608 27.194
H 25.313 -37.746 30.085
H 26.057 -36.191 29.665
H 27.141 -38.890 30.664
H 27.758 -39.848 29.370
H 26.153 -39.975 29.479
H 23.515 -38.289 28.857
H 24.623 -38.655 27.752
C 21.326 -44.381 25.947
C 22.565 -45.107 25.634
C 22.677 -46.572 26.177
O 21.694 -47.441 25.688
C 21.618 -48.733 26.235
N 22.972 -45.032 24.226
H 20.523 -45.101 25.789
H 20.986 -43.628 25.235
H 21.146 -44.058 26.972
H 23.402 -44.554 26.059
H 22.741 -46.670 27.261
H 23.612 -46.993 25.808
H 20.803 -49.408 25.975
H 21.366 -48.674 27.294
H 22.558 -49.273 26.120
H 22.250 -45.451 23.657
H 22.822 -44.038 24.122
C 23.607 -39.784 24.353
C 24.932 -40.600 24.096
C 24.961 -41.221 22.700
O 26.261 -41.916 22.436
C 26.421 -42.424 21.189
N 26.206 -39.835 24.198
H 23.451 -39.554 25.406
H 22.654 -40.297 24.221
H 23.584 -38.861 23.774
H 24.794 -41.463 24.747
H 24.799 -40.396 22.007
H 24.152 -41.949 22.643
H 27.173 -43.205 21.076
H 26.528 -41.640 20.439
H 25.556 -43.061 21.008
H 26.571 -40.134 23.305
H 26.762 -40.286 24.910
C 27.770 -42.890 18.375
C 27.926 -43.237 16.874
C 28.835 -44.526 16.668
O 30.140 -44.092 17.030
C 31.036 -45.161 17.211
N 26.552 -43.266 16.256
H 27.505 -43.800 18.913
H 27.098 -42.050 18.549
H 28.760 -42.566 18.697
H 28.429 -42.357 16.475
H 28.875 -44.891 15.642
H 28.456 -45.452 17.101
H 30.676 -45.859 17.967
H 32.040 -44.775 17.384
H 31.102 -45.834 16.356
H 26.131 -44.173 16.399
H 25.930 -42.486 16.416
C 29.961 -37.562 22.469
C 29.237 -38.153 21.327
C 30.230 -38.624 20.189
O 31.005 -37.522 19.657
C 30.489 -37.041 18.382
N 28.485 -39.270 21.849
H 30.873 -37.025 22.208
H 30.533 -38.397 22.874
H 29.423 -37.083 23.288
H 28.586 -37.388 20.903
H 29.817 -39.423 19.574
H 30.874 -39.355 20.677
H 30.877 -37.638 17.557
H 30.867 -36.022 18.298
H 29.408 -36.940 18.476
H 29.247 -39.863 22.143
H 28.039 -39.865 21.166
C 29.936 -42.545 22.615
C 31.198 -41.920 23.095
C 31.618 -42.197 24.551
O 30.607 -41.546 25.384
C 31.130 -41.277 26.685
N 32.290 -42.026 22.255
H 29.862 -43.631 22.559
H 29.710 -42.227 21.597
H 29.149 -42.131 23.245
H 30.862 -40.885 23.163
H 32.601 -41.742 24.664
H 31.582 -43.278 24.686
H 31.762 -40.396 26.578
H 31.758 -42.039 27.146
H 30.343 -40.965 27.373
H 32.743 -41.123 22.264
H 31.877 -42.046 21.333
C 26.375 -43.952 24.955
C 27.249 -45.180 25.202
C 28.631 -45.281 24.446
O 29.569 -46.256 24.871
C 29.058 -47.573 24.802
N 27.402 -45.273 26.610
H 25.491 -43.793 25.572
H 26.169 -43.953 23.884
H 27.036 -43.094 25.076
H 26.573 -45.989 24.926
H 29.050 -44.318 24.737
H 28.487 -45.314 23.366
H 28.026 -47.565 24.450
H 29.056 -48.084 25.764
H 29.441 -48.235 24.025
H 28.337 -45.448 26.949
H 27.212 -44.314 26.863

As for the orbital gap: 0.2634 Eh. Its spin multiplicity is 1. The HOMO energy comes out at -7.4 eV. For the total energy, the calculation gives -104080.740 eV. As for the total charge: 0.

Löwdin population analysis, charges in e, atoms 1 to 2: C -0.829; O 0.054